Record 1
9
Properties=species:S:1:pos:R:3 method="wB97M-V/def2-TZVPD" energy_ev=-81313.670 de_lowest_kcal_mol=101.3 gap_ev="8.818 / 7.636" lumo_energy_ev="-0.889 / -0.250" homo_ev="-9.7 / -7.9" charge=0
C -1.149 -0.627 0.648
C -0.353 0.420 0.462
C 0.970 0.278 0.075
Br 2.081 1.710 -0.212
I 2.114 -1.544 -0.092
H -2.250 -0.477 0.905
H -0.825 -1.709 0.420
H -0.636 1.461 0.242
H 0.049 0.487 -2.448



Record 2
166
Properties=species:S:1:pos:R:3 method="wB97M-V/def2-TZVPD" energy_ev=-130146.183 gap_ev=3.235 lumo_energy_ev=0.553 homo_ev=-2.7 charge=-2
Cs 0.498 0.392 -0.053
O -0.966 0.022 -5.514
C -0.987 -0.201 -4.171
O -1.494 0.573 -3.405
C -0.347 -1.509 -3.818
C -0.013 -2.422 -4.803
C 0.545 -3.631 -4.406
C 0.738 -3.871 -3.061
C 0.387 -2.882 -2.145
N -0.149 -1.721 -2.515
C 0.534 -3.158 -0.645
O 0.623 -4.351 -0.312
O 0.501 -2.129 0.087
H -1.372 0.890 -5.620
H -0.177 -2.190 -5.848
H 0.835 -4.364 -5.150
H 1.147 -4.797 -2.679
C 2.296 8.303 -2.807
C 2.418 7.161 -3.811
N 1.922 5.898 -3.289
C 2.791 5.104 -2.549
C 2.506 3.910 -1.997
C 3.629 3.252 -1.125
O 4.674 3.942 -1.073
O 3.329 2.171 -0.583
C 1.188 3.353 -2.253
O 0.802 2.224 -2.040
C 0.215 4.292 -2.869
C -1.102 3.861 -2.944
C -2.038 4.668 -3.517
F -3.326 4.244 -3.644
C -1.709 5.930 -3.991
C -0.392 6.362 -3.931
C 0.598 5.535 -3.384
N -2.710 6.809 -4.508
C -4.042 6.756 -3.950
C -4.676 8.123 -4.104
N -4.681 8.460 -5.582
C -3.287 8.439 -6.172
C -2.714 7.058 -5.928
H 2.691 9.233 -3.225
H 2.859 8.062 -1.904
H 1.253 8.461 -2.519
H 3.462 7.007 -4.076
H 1.889 7.397 -4.735
H 3.793 5.492 -2.393
H -1.355 2.875 -2.550
H -0.166 7.371 -4.257
H -3.998 6.507 -2.894
H -4.682 6.004 -4.438
H -4.083 8.882 -3.601
H -5.705 8.153 -3.751
H -5.128 9.356 -5.745
H -5.230 7.746 -6.058
H -2.705 9.185 -5.639
H -3.359 8.694 -7.226
H -1.703 7.007 -6.322
H -3.326 6.319 -6.478
O -2.240 2.086 -0.096
C -2.672 2.961 0.623
C -1.939 3.785 1.585
C -2.562 4.943 1.980
C -1.956 5.843 2.852
C -0.676 5.531 3.394
C -0.044 4.383 3.048
C -0.610 3.425 2.097
O -0.012 2.395 1.772
N -2.605 7.063 3.172
O -2.071 7.837 3.968
O -3.683 7.342 2.631
H -3.751 3.241 0.555
H -3.548 5.180 1.595
H -0.228 6.235 4.082
H 0.934 4.139 3.447
C -3.402 -2.932 -2.499
C -4.383 -2.101 -1.658
C -4.209 -0.624 -2.045
C -5.819 -2.524 -1.966
P -3.816 -2.185 0.149
C -5.245 -1.336 0.960
C -6.469 -1.892 1.344
C -7.453 -1.119 1.950
C -7.232 0.235 2.186
C -6.019 0.802 1.823
C -5.036 0.024 1.219
C -3.872 -3.975 0.744
C -2.463 -4.515 0.426
C -3.990 -3.909 2.275
C -4.900 -4.956 0.182
H -3.554 -2.709 -3.564
H -3.551 -4.006 -2.362
H -2.365 -2.689 -2.251
H -4.364 -0.515 -3.128
H -3.206 -0.257 -1.813
H -4.933 0.015 -1.532
H -6.039 -2.299 -3.019
H -6.543 -1.984 -1.351
H -5.972 -3.594 -1.819
H -6.670 -2.941 1.167
H -8.393 -1.576 2.241
H -8.000 0.838 2.656
H -5.816 1.847 2.035
H -4.075 0.466 0.975
H -1.683 -3.892 0.867
H -2.264 -4.558 -0.647
H -2.352 -5.531 0.825
H -3.370 -3.101 2.683
H -3.630 -4.851 2.708
H -5.016 -3.746 2.610
H -4.734 -5.146 -0.880
H -5.934 -4.630 0.312
H -4.786 -5.914 0.706
O 6.127 -2.079 -1.623
C 4.904 -1.918 -1.378
O 4.283 -1.906 -0.300
C 4.115 -1.723 -2.687
C 4.135 -2.740 -3.652
C 3.634 -2.535 -4.917
C 3.119 -1.283 -5.242
C 3.083 -0.260 -4.307
C 3.569 -0.480 -3.030
N 2.577 -1.054 -6.573
O 2.251 0.078 -6.888
O 2.516 -1.995 -7.354
H 4.568 -3.697 -3.386
H 3.632 -3.318 -5.663
H 2.645 0.692 -4.581
H 3.518 0.315 -2.286
C -4.050 -0.333 5.306
N -2.919 -0.984 4.660
C -2.335 -2.076 5.205
C -1.319 -2.721 4.603
C -0.890 -2.204 3.326
N -1.436 -1.115 2.798
C -2.420 -0.432 3.433
O -2.937 0.607 3.039
N 0.084 -2.809 2.649
H -3.969 -0.445 6.389
H -4.999 -0.755 4.965
H -4.037 0.719 5.042
H -2.734 -2.401 6.159
H -0.850 -3.584 5.056
H 0.429 -3.700 2.958
H 0.295 -2.519 1.659
C 3.249 -0.927 2.704
N 2.561 0.371 2.708
C 3.553 1.437 2.544
N 4.545 1.411 3.646
C 5.190 0.088 3.637
N 4.229 -1.011 3.814
C 3.512 -0.792 5.070
N 2.813 0.502 5.125
C 1.875 0.548 3.978
C 3.822 1.553 4.910
H 3.762 -1.079 1.752
H 2.511 -1.719 2.833
H 3.040 2.400 2.549
H 4.057 1.328 1.585
H 5.922 0.048 4.449
H 5.701 -0.048 2.684
H 4.227 -0.837 5.898
H 2.776 -1.589 5.199
H 1.357 1.509 3.973
H 1.134 -0.246 4.103
H 4.540 1.518 5.736
H 3.321 2.524 4.924



Record 3
108
Properties=species:S:1:pos:R:3 method="wB97M-V/def2-TZVPD" energy_ev=-113257.650 de_lowest_kcal_mol=0.0 gap_ev=6.779 lumo_energy_ev=1.643 homo_ev=-5.1 charge=-1
Zr -0.333 0.061 -0.134
C -0.598 1.462 -3.978
C 0.648 1.529 -3.157
C 1.915 1.760 -3.706
C 2.755 1.960 -2.636
C 4.223 2.227 -2.654
N 2.018 1.868 -1.512
N 0.726 1.532 -1.818
B 2.436 2.605 -0.220
N 1.518 3.829 0.080
N 0.252 3.970 -0.378
C -0.113 5.223 -0.139
C -1.454 5.753 -0.528
C 0.923 5.911 0.516
C 1.940 4.989 0.637
C 3.279 5.146 1.278
N 2.455 1.649 0.987
N 1.340 1.036 1.468
C 1.693 0.486 2.639
C 0.756 -0.275 3.504
C 3.039 0.727 2.897
C 3.491 1.457 1.811
C 4.873 1.949 1.547
H -0.329 1.616 -5.023
H -1.289 2.247 -3.674
H -1.114 0.510 -3.890
H 2.176 1.765 -4.752
H 4.622 1.982 -3.636
H 4.730 1.613 -1.909
H 4.440 3.275 -2.440
H 3.535 3.044 -0.360
H -1.871 5.158 -1.339
H -1.361 6.792 -0.846
H -2.155 5.702 0.306
H 0.936 6.938 0.844
H 3.355 6.131 1.733
H 4.081 5.033 0.545
H 3.424 4.390 2.053
H 0.204 -0.990 2.905
H 0.039 0.386 3.993
H 1.318 -0.807 4.269
H 3.608 0.383 3.744
H 5.546 1.554 2.306
H 4.926 3.038 1.562
H 5.218 1.616 0.568
S 2.083 -1.053 -0.391
C 2.246 -1.700 -1.985
C 3.490 -2.134 -2.433
C 3.651 -2.693 -3.697
C 4.943 -3.141 -4.099
N 5.999 -3.496 -4.387
C 2.534 -2.818 -4.543
C 1.293 -2.373 -4.104
C 1.131 -1.817 -2.838
S -0.454 -1.356 -2.322
C 2.680 -3.398 -5.836
N 2.799 -3.866 -6.881
H 4.350 -2.040 -1.783
H 0.430 -2.465 -4.749
C -4.109 -3.734 -0.114
Si -3.300 -2.031 -0.439
C -4.650 -0.790 0.114
C -3.497 -1.981 -2.332
C -1.667 -1.900 0.593
Si -0.746 -3.574 0.533
C 0.883 -3.586 1.540
C -0.450 -4.484 -1.111
C -1.712 -4.932 1.482
Si -2.297 -1.715 2.346
C -4.043 -2.269 2.889
C -1.368 -2.498 3.840
C -2.280 0.179 2.578
C -3.074 0.837 3.509
C -3.037 2.218 3.616
C -2.166 2.917 2.800
C -1.404 2.206 1.895
N -1.465 0.877 1.758
H -5.159 -3.715 -0.415
H -4.076 -4.019 0.938
H -3.619 -4.524 -0.688
H -4.892 -0.105 -0.696
H -4.369 -0.174 0.968
H -5.568 -1.325 0.372
H -4.560 -2.126 -2.548
H -2.939 -2.765 -2.843
H -3.197 -1.028 -2.762
H 1.218 -2.603 1.859
H 1.687 -4.009 0.936
H 0.774 -4.215 2.429
H 0.534 -4.287 -1.533
H -1.186 -4.201 -1.864
H -0.533 -5.561 -0.943
H -2.125 -4.569 2.428
H -1.042 -5.764 1.709
H -2.539 -5.329 0.891
H -4.115 -3.358 2.836
H -4.845 -1.857 2.278
H -4.230 -1.989 3.928
H -0.396 -2.926 3.598
H -1.985 -3.303 4.245
H -1.225 -1.764 4.635
H -3.730 0.252 4.140
H -3.685 2.738 4.309
H -2.087 3.993 2.838
H -0.743 2.728 1.219
S -2.425 1.297 -1.292
C -3.409 2.138 -0.266
N -4.150 2.748 0.384